Record 1
C3H16N2O3 | the ωB97M-V functional and the def2-TZVPD basis

Last columns: bonded neighbours and bond lengths (Å).
CARTESIAN COORDINATES (ANGSTROEM)
1 O 2.2997 0.1226 -0.9954  H9 0.968, H22 0.970
2 O 1.4063 -1.5756 -3.0293  H11 0.963, H23 0.965
3 O 0.2241 -2.8633 -1.0512  H10 0.971, H14 0.959
4 N -1.7612 1.8977 -0.6570  C6 1.478, H16 1.010, H24 1.016
5 N -0.4611 0.2825 0.4737  C6 1.495, C8 1.463, H21 1.013
6 C -1.8350 0.5515 -0.0519  N4 1.478, N5 1.495, H15 1.100, H17 1.090
7 C 0.5896 1.2104 2.4737  C8 1.552, H12 1.085, H18 1.098, H20 1.103
8 C -0.3805 0.1288 1.9266  N5 1.463, C7 1.552, H13 1.095, H19 1.102
9 H 1.6725 0.7031 -0.5416  O1 0.968
10 H -0.3330 -3.0000 -1.8342  O3 0.971
11 H 2.1277 -0.9382 -3.0516  O2 0.963
12 H 0.1261 2.1903 2.4349  C7 1.085
13 H -0.0730 -0.8654 2.2666  C8 1.095
14 H 1.0003 -3.4243 -1.1081  O3 0.959
15 H -2.5751 0.4535 0.7553  C6 1.100
16 H -0.9371 2.4060 -0.3696  N4 1.010
17 H -2.0477 -0.2159 -0.7955  C6 1.090
18 H 1.4557 1.2949 1.8043  C7 1.098
19 H -1.3060 0.3062 2.4988  C8 1.102
20 H 1.0328 0.9671 3.4545  C7 1.103
21 H -0.0845 -0.5390 0.0162  N5 1.013
22 H 1.7074 -0.5986 -1.2612  O1 0.970
23 H 0.6800 -0.9427 -3.0766  O2 0.965
24 H -2.5279 2.4484 -0.2813  N4 1.016

As for the net charge: 0. The gap between HOMO and LUMO is 9.768 eV. The calculation puts the energy relative to the best compared isomer or geometry (same formula, charge and spin) at 1.2640 eV. The value obtained for the energy is -12492.4637 eV. Its spin multiplicity is 1. For the LUMO energy, the calculation gives 0.022 hartree. As for the SMILES: CCNCN.O.O.O.

Record 2
C35H58N10 | the ωB97M-V functional and the def2-TZVPD basis

Last columns: bonded neighbours and bond lengths (Å).
CARTESIAN COORDINATES (ANGSTROEM)
1 N 12.9410 -2.3990 -4.2518  C45 1.147
2 N -1.2847 -2.3767 -1.9930  C42 1.148
3 N -7.3532 0.1715 0.8695  C37 1.148
4 N 3.5806 0.3768 0.5807  C28 1.148
5 N -6.4324 -2.0414 -3.6142  C30 1.147
6 N 6.3433 -4.8372 -0.6219  C17 1.148
7 N -5.6711 4.6509 4.1954  C34 1.147
8 N 0.8223 -0.3315 -0.6997  C18 1.459, H59 1.008, H87 1.011
9 N -2.3157 11.0098 4.9690  C35 1.147
10 N -0.8791 0.0958 2.1818  C16 1.148
11 C 10.2495 -3.7672 -5.9409  C33 1.525, C43 1.531, H69 1.092, H102 1.092
12 C -3.7851 0.5903 -0.0667  C14 1.524, H73 1.093, H78 1.089, H91 1.092
13 C -4.1194 7.8120 4.3048  C21 1.523, H48 1.092, H55 1.092, H88 1.089
14 C -4.2540 -0.8427 -0.2899  C12 1.524, C27 1.532, H61 1.093, H86 1.092
15 C 4.0153 2.6982 1.7160  C22 1.533, C28 1.472, H46 1.091, H101 1.090
16 C -0.2899 -0.5155 1.4086  N10 1.148, C18 1.508
17 C 6.8519 -4.0712 -1.3086  N6 1.148, C40 1.474
18 C 0.7266 -1.1577 0.4984  N8 1.459, C16 1.508, C20 1.562, H100 1.092
19 C 1.4750 -3.5495 -0.1979  C20 1.571, C25 1.537, H56 1.091, H71 1.095
20 C 0.2652 -2.6048 0.1353  C18 1.562, C19 1.571, C42 1.501, H51 1.096
21 C -4.1290 8.1675 5.7862  C13 1.523, C24 1.533, H57 1.092, H80 1.092
22 C 2.8655 3.6655 1.4118  C15 1.533, C31 1.525, H70 1.091, H103 1.092
23 C -7.4764 1.4559 3.5494  C29 1.526, H49 1.091, H58 1.090, H92 1.087
24 C -4.2966 9.6692 6.0417  C21 1.533, C35 1.474, H47 1.091, H95 1.090
25 C 2.5337 -2.8939 -1.0982  C19 1.537, C38 1.344, H98 1.090
26 C 8.9071 -2.7470 -1.6234  C32 1.524, C40 1.532, H50 1.092, H66 1.092
27 C -5.6846 -0.9222 -0.8331  C14 1.532, C37 1.475, H83 1.088, H84 1.087
28 C 3.7711 1.3928 1.0806  N4 1.148, C15 1.472
29 C -7.4803 1.8154 5.0320  C23 1.526, C36 1.533, H72 1.092, H97 1.092
30 C -7.3099 -2.6280 -3.1646  N5 1.147, C44 1.474
31 C 2.6917 3.9313 -0.0795  C22 1.525, H74 1.092, H81 1.092, H96 1.090
32 C 8.8380 -2.1173 -0.2369  C26 1.524, H53 1.091, H60 1.092, H99 1.090
33 C 10.2852 -4.9064 -4.9281  C11 1.525, H52 1.091, H76 1.091, H93 1.092
34 C -6.5412 4.0738 4.6714  N7 1.147, C36 1.474
35 C -3.1857 10.4278 5.4385  N9 1.147, C24 1.474
36 C -7.6492 3.3179 5.2829  C29 1.533, C34 1.474, H77 1.091, H89 1.091
37 C -6.6283 -0.3075 0.1189  N3 1.148, C27 1.475
38 C 3.6183 -2.2744 -0.6024  C25 1.344, H62 1.090, H94 1.078
39 C -8.2564 -4.8892 -2.8484  C41 1.525, C44 1.532, H75 1.092, H85 1.092
40 C 7.5259 -3.0980 -2.1869  C17 1.474, C26 1.532, H68 1.092, H90 1.091
41 C -8.2163 -5.2322 -4.3333  C39 1.525, H64 1.090, H67 1.092, H82 1.091
42 C -0.5949 -2.5588 -1.0939  N2 1.148, C20 1.501
43 C 11.6461 -3.2902 -6.3494  C11 1.531, C45 1.474, H54 1.090, H63 1.091
44 C -8.4314 -3.3897 -2.5870  C30 1.474, C39 1.532, H65 1.091, H79 1.091
45 C 12.3819 -2.7894 -5.1743  N1 1.147, C43 1.474
46 H 4.9617 3.0949 1.3457  C15 1.091
47 H -5.2352 10.0270 5.6161  C24 1.091
48 H -5.0420 8.1350 3.8180  C13 1.092
49 H -8.3992 1.7754 3.0634  C23 1.091
50 H 9.5246 -3.6463 -1.5774  C26 1.092
51 H -0.3335 -3.0676 0.9288  C20 1.096
52 H 10.7584 -4.5980 -3.9942  C33 1.091
53 H 8.4057 -2.8038 0.4926  C32 1.091
54 H 11.5743 -2.4867 -7.0826  C43 1.090
55 H -3.2778 8.2765 3.7873  C13 1.092
56 H 1.9550 -3.9334 0.7032  C19 1.091
57 H -4.9463 7.6342 6.2760  C21 1.092
58 H -6.6384 1.9202 3.0290  C23 1.090
59 H 0.1857 0.4499 -0.6803  N8 1.008
60 H 8.2359 -1.2060 -0.2492  C32 1.092
61 H -4.1875 -1.3912 0.6531  C14 1.093
62 H 4.5444 -2.3309 -1.1746  C38 1.090
63 H 12.2144 -4.1061 -6.7980  C43 1.091
64 H -8.1212 -6.3092 -4.4726  C41 1.090
65 H -9.3616 -3.0290 -3.0280  C44 1.091
66 H 9.4029 -2.0536 -2.3061  C26 1.092
67 H -9.1286 -4.9053 -4.8364  C41 1.092
68 H 6.9055 -2.2034 -2.2662  C40 1.092
69 H 9.7138 -4.0971 -6.8330  C11 1.092
70 H 3.0573 4.6089 1.9252  C22 1.091
71 H 1.0365 -4.3611 -0.7876  C19 1.095
72 H -8.2950 1.2836 5.5285  C29 1.092
73 H -3.8288 1.1645 -0.9951  C12 1.093
74 H 2.4365 3.0193 -0.6223  C31 1.092
75 H -9.0825 -5.4257 -2.3778  C39 1.092
76 H 9.2722 -5.2323 -4.6881  C33 1.091
77 H -8.5899 3.6732 4.8600  C36 1.091
78 H -2.7565 0.6005 0.2910  C12 1.089
79 H -8.4687 -3.1922 -1.5145  C44 1.091
80 H -3.2003 7.8207 6.2443  C21 1.092
81 H 3.6044 4.3441 -0.5144  C31 1.092
82 H -7.3652 -4.7630 -4.8290  C41 1.091
83 H -5.7620 -0.4060 -1.7881  C27 1.088
84 H -5.9713 -1.9592 -0.9883  C27 1.087
85 H -7.3366 -5.2384 -2.3748  C39 1.092
86 H -3.5823 -1.3355 -0.9959  C14 1.092
87 H 1.7823 -0.0293 -0.7985  N8 1.011
88 H -4.0303 6.7349 4.1746  C13 1.089
89 H -7.6604 3.5265 6.3533  C36 1.091
90 H 7.6220 -3.5304 -3.1835  C40 1.091
91 H -4.3939 1.1013 0.6814  C12 1.092
92 H -7.3834 0.3815 3.4163  C23 1.087
93 H 10.8318 -5.7652 -5.3219  C33 1.092
94 H 3.6605 -1.7741 0.3519  C38 1.078
95 H -4.3126 9.8732 7.1128  C24 1.090
96 H 1.8856 4.6452 -0.2465  C31 1.090
97 H -6.5488 1.4723 5.4877  C29 1.092
98 H 2.3440 -2.9215 -2.1710  C25 1.090
99 H 9.8374 -1.8574 0.1122  C32 1.090
100 H 1.6861 -1.2690 1.0087  C18 1.092
101 H 4.1106 2.5473 2.7916  C15 1.090
102 H 9.6863 -2.9303 -5.5213  C11 1.092
103 H 1.9336 3.2647 1.8159  C22 1.092

As for the net charge: 0. The gap between HOMO and LUMO is 9.512 eV. The value obtained for the energy is -52133.2344 eV. Its spin multiplicity is 1. For the LUMO energy, the calculation gives 0.017 hartree. As for the SMILES: C=CC[C@H](C#N)[C@@H](N)C#N.CCCC#N.CCCC#N.CCCC#N.CCCC#N.CCCC#N.CCCC#N.CCCC#N.